A molecular structure, C38H41KN3O2PS3Te, computed with wB97M-V/def2-TZVPD.

Positions of all 90 atoms, in Å:
K -0.79 1.43 -0.30
C 3.95 6.14 2.74
C 2.84 5.75 1.80
C 1.93 6.69 1.32
C 0.94 6.33 0.43
C 0.85 5.01 0.00
C 1.75 4.06 0.46
C 2.74 4.43 1.36
S -0.42 4.54 -1.14
O -0.67 5.68 -2.00
O 0.08 3.34 -1.82
N -1.59 4.21 -0.13
C -2.81 3.77 -0.58
C -3.14 3.55 -1.94
C -4.38 3.07 -2.27
C -5.31 2.81 -1.27
C -4.90 3.04 0.03
N -3.71 3.50 0.38
H 3.76 7.12 3.19
H 4.91 6.18 2.21
H 4.06 5.41 3.54
H 2.01 7.72 1.66
H 0.23 7.05 0.05
H 1.70 3.04 0.11
H 3.44 3.68 1.71
H -2.41 3.75 -2.71
H -4.64 2.90 -3.31
H -6.30 2.43 -1.48
H -5.58 2.84 0.86
C -5.47 -2.30 1.11
C -5.18 -1.73 -0.28
C -4.83 -2.87 -1.26
C -6.38 -0.93 -0.80
C -4.03 -0.81 -0.20
N -3.15 -0.09 -0.19
H -6.33 -2.97 1.05
H -5.70 -1.50 1.82
H -4.61 -2.86 1.48
H -5.67 -3.56 -1.32
H -3.95 -3.41 -0.91
H -4.62 -2.47 -2.25
H -7.25 -1.60 -0.87
H -6.18 -0.51 -1.78
H -6.63 -0.11 -0.12
S -2.50 -6.31 2.18
P -1.57 -5.09 0.93
S -1.86 -3.12 1.00
C 0.24 -5.42 0.96
C 1.15 -4.38 0.82
C 2.52 -4.64 0.80
C 2.98 -5.94 0.91
C 2.07 -6.99 1.05
C 0.71 -6.72 1.08
C -1.95 -5.60 -0.81
C -2.76 -6.69 -1.09
C -3.05 -7.03 -2.41
C -2.52 -6.29 -3.45
C -1.70 -5.20 -3.18
C -1.42 -4.85 -1.86
H 0.79 -3.36 0.75
H 3.21 -3.81 0.68
H 4.04 -6.15 0.88
H 2.42 -8.00 1.15
H -0.01 -7.53 1.22
H -3.17 -7.25 -0.26
H -3.70 -7.87 -2.62
H -2.75 -6.55 -4.48
H -1.29 -4.61 -3.99
H -0.81 -3.99 -1.64
C 7.09 3.85 1.14
C 5.96 2.89 0.87
C 5.33 2.85 -0.37
C 4.28 1.97 -0.63
C 3.66 1.99 -2.00
C 3.83 1.09 0.37
Te 2.26 -0.30 0.00
C 4.46 1.14 1.63
C 4.03 0.24 2.76
C 5.51 2.03 1.85
H 7.32 4.45 0.25
H 8.00 3.32 1.43
H 6.85 4.54 1.95
H 5.66 3.52 -1.15
H 4.19 2.68 -2.65
H 2.61 2.30 -1.95
H 3.66 0.99 -2.44
H 2.97 0.39 2.99
H 4.62 0.43 3.65
H 4.12 -0.81 2.48
H 5.98 2.04 2.83

The calculation puts the HOMO-LUMO gap at 0.212 Eh. The total charge is -2. The energy comes out at -114055.744 eV. As for the HOMO energy: -1.87 eV. The value obtained for the LUMO energy is 0.144 Ha. The energy above the lowest of the compared OMol25 structures with the same formula, charge and spin is 0.0 kcal per mole.